Formula: C19H29GaN2Si
Source: the OMol25 dataset
Level of theory: ωB97M-V with the def2-TZVPD basis set

Structure (ORCA input):
```
! RIJCOSX wB97M-V def2-TZVPD def2/J DEFGRID3
* xyz 2 1
Ga 0.479 -1.536 -0.781
C -0.874 -2.685 2.236
C -2.097 -2.087 2.869
C -2.310 -2.276 4.330
C -2.321 -0.577 2.501
C -2.439 0.449 3.400
C -2.705 1.775 2.975
C -2.611 2.125 1.655
C -2.960 3.483 1.125
C -2.301 1.068 0.681
C -2.274 -0.232 1.152
H -1.008 -3.787 2.266
H -0.013 -2.534 2.896
H -0.523 -2.343 1.231
H -2.941 -2.599 2.400
H -1.583 -1.754 4.985
H -2.145 -3.316 4.630
H -3.311 -1.931 4.805
H -2.393 0.229 4.480
H -3.136 2.479 3.654
H -3.017 3.371 0.020
H -2.135 4.227 1.302
H -3.879 3.874 1.608
H -2.170 1.358 -0.333
H -2.295 -0.938 0.334
C -1.873 -0.766 -3.537
C -0.709 0.060 -3.311
C -0.449 1.207 -4.045
C 0.732 1.964 -3.817
C 1.605 1.506 -2.856
C 1.257 0.426 -2.014
N 0.114 -0.260 -2.279
N 1.955 -0.107 -1.029
Si 3.670 -0.195 -0.853
C 4.396 -0.311 -2.606
C 4.291 1.391 0.004
C 3.764 -1.791 0.137
H -1.741 -1.710 -2.951
H -2.038 -0.898 -4.608
H -2.727 -0.242 -3.112
H -1.055 1.455 -4.937
H 0.980 2.805 -4.528
H 2.493 2.104 -2.656
H 4.255 0.625 -3.132
H 3.797 -1.025 -3.110
H 5.470 -0.601 -2.673
H 5.394 1.294 -0.026
H 3.934 1.469 0.996
H 4.025 2.217 -0.592
H 3.224 -2.597 -0.303
H 3.431 -1.694 1.219
H 4.769 -2.168 0.200
*
```

Computed properties:
**E_HOMO (spin up / spin down)**: -13.736 / -14.057 eV
**Energy relative to the best compared isomer or geometry (same formula, charge and spin)**: 114.7 kJ/mol
**E_LUMO (spin up / spin down)**: -10.36 / -10.47 eV
**Kohn-Sham gap (spin up / spin down)**: 3.37 / 3.59 eV


Formula: C19H29N3
Source: the OMol25 dataset
Level of theory: ωB97M-V with the def2-TZVPD basis set

Structure (ORCA input):
```
! RIJCOSX wB97M-V def2-TZVPD def2/J DEFGRID3
* xyz 0 1
C -4.253 -2.138 0.645
H -3.917 -2.749 1.479
H -5.303 -2.358 0.462
H -4.168 -1.092 0.928
C -3.429 -2.433 -0.605
C -3.942 -1.616 -1.791
H -3.357 -1.823 -2.684
H -4.980 -1.868 -1.998
H -3.893 -0.549 -1.586
C -1.926 -2.224 -0.376
H -1.566 -2.953 0.354
H -1.411 -2.435 -1.317
C -1.526 -0.816 0.099
N -0.169 -0.487 -0.321
C 0.640 -0.493 0.796
N 0.028 -0.620 1.914
C -1.390 -0.703 1.637
H -1.806 -1.568 2.155
H -1.883 0.194 2.030
N 1.989 -0.386 0.633
C 2.977 -0.333 1.605
C 2.695 -0.415 2.966
C 3.727 -0.357 3.884
C 5.041 -0.218 3.468
C 5.322 -0.136 2.115
C 4.300 -0.192 1.187
H 4.524 -0.127 0.131
H 6.343 -0.027 1.778
H 5.841 -0.174 4.192
H 3.501 -0.422 4.938
H 1.668 -0.524 3.271
H 2.316 -0.319 -0.319
C 0.182 -0.216 -1.684
H 1.130 -0.711 -1.937
C 0.282 1.273 -2.059
C 1.338 2.089 -1.311
H 2.357 1.843 -1.611
C 0.979 3.544 -1.640
H 1.207 4.204 -0.804
H 1.554 3.890 -2.500
C -0.527 3.539 -1.972
H -1.086 4.218 -1.330
H -0.688 3.851 -3.004
C -0.982 2.089 -1.784
H -1.809 1.822 -2.441
H -1.288 1.931 -0.750
H 1.238 1.920 -0.239
H 0.501 1.314 -3.133
H -0.590 -0.667 -2.316
H -2.227 -0.079 -0.301
H -3.562 -3.493 -0.854
*
```

Computed properties:
**Structure (SMILES)**: CC(C)C[C@H]1CN=C(Nc2ccccc2)N1CC1CCCC1
**E_HOMO**: -7.801 eV
**Energy relative to the best compared isomer or geometry (same formula, charge and spin)**: 44.3 kJ/mol
**E_LUMO**: 0.73 eV
**Kohn-Sham gap**: 8.53 eV


Formula: C19H2Cl72IO4P
Source: the OMol25 dataset
Level of theory: ωB97M-V with the def2-TZVPD basis set

Structure (ORCA input):
```
! RIJCOSX wB97M-V def2-TZVPD def2/J DEFGRID3
* xyz 0 1
O -2.477 4.893 0.900
P -3.198 3.650 0.593
O -3.530 3.454 -1.011
C -2.579 2.749 -1.703
O -2.777 1.643 -2.101
O -1.385 3.385 -1.916
I -1.442 4.102 -3.816
H -4.438 3.724 1.230
H -2.522 2.541 1.133
C -4.704 1.396 4.301
Cl -3.910 2.700 3.403
Cl -3.823 1.091 5.798
Cl -6.384 1.852 4.659
Cl -4.699 -0.073 3.318
C 1.289 4.514 1.937
Cl 1.493 6.269 1.970
Cl 2.871 3.738 1.802
Cl 0.499 3.983 3.433
Cl 0.298 4.062 0.556
C 5.510 7.435 1.526
Cl 5.729 9.189 1.561
Cl 7.090 6.647 1.417
Cl 4.696 6.914 3.005
Cl 4.537 6.992 0.120
C 1.160 2.230 -6.922
Cl 0.017 1.960 -5.600
Cl 0.357 1.914 -8.467
Cl 1.717 3.909 -6.877
Cl 2.538 1.140 -6.746
C 1.571 0.105 -0.022
Cl 0.092 0.649 -0.823
Cl 2.963 0.937 -0.726
Cl 1.481 0.461 1.709
Cl 1.749 -1.641 -0.254
C 2.912 -2.976 -7.913
Cl 4.520 -2.357 -8.341
Cl 2.932 -3.534 -6.236
Cl 1.728 -1.679 -8.088
Cl 2.479 -4.321 -8.972
C 0.450 -5.531 0.012
Cl -1.029 -5.018 -0.806
Cl 1.837 -4.704 -0.713
Cl 0.353 -5.117 1.727
Cl 0.653 -7.277 -0.166
C 2.974 -2.554 4.550
Cl 3.065 -2.876 2.817
Cl 2.720 -0.825 4.813
Cl 1.629 -3.464 5.252
Cl 4.482 -3.053 5.325
C -4.435 7.075 -5.825
Cl -5.583 6.765 -4.520
Cl -5.203 6.756 -7.383
Cl -3.899 8.755 -5.758
Cl -3.031 6.004 -5.627
C -1.069 2.028 8.741
Cl -1.852 2.698 10.176
Cl -1.883 0.529 8.273
Cl -1.170 3.192 7.415
Cl 0.627 1.685 9.101
C -3.768 -3.353 8.512
Cl -4.553 -2.662 9.936
Cl -4.578 -4.857 8.061
Cl -3.865 -2.204 7.172
Cl -2.070 -3.678 8.873
C 4.376 -8.474 1.235
Cl 4.479 -8.849 -0.492
Cl 4.123 -6.740 1.442
Cl 3.021 -9.359 1.946
Cl 5.877 -8.954 2.032
C -4.801 5.772 6.952
Cl -3.282 6.401 6.301
Cl -4.600 5.389 8.664
Cl -6.069 6.991 6.762
Cl -5.257 4.311 6.068
C 4.736 -12.207 -3.631
Cl 4.629 -13.743 -2.765
Cl 6.264 -12.134 -4.517
Cl 3.389 -12.076 -4.769
Cl 4.661 -10.874 -2.469
C 1.552 -4.433 10.632
Cl 1.610 -4.764 8.896
Cl 1.287 -2.704 10.891
Cl 0.229 -5.348 11.366
Cl 3.082 -4.915 11.373
C 5.445 -4.905 -12.472
Cl 5.317 -6.527 -11.780
Cl 7.074 -4.666 -13.115
Cl 4.265 -4.728 -13.777
Cl 5.120 -3.706 -11.217
C -2.695 0.474 -11.258
Cl -1.958 -0.848 -12.169
Cl -4.009 1.183 -12.202
Cl -3.330 -0.143 -9.729
Cl -1.475 1.712 -10.926
C -5.645 7.383 0.985
Cl -5.105 5.997 0.032
Cl -7.031 8.145 0.192
Cl -6.115 6.831 2.600
Cl -4.327 8.548 1.121
*
```

Computed properties:
**E_HOMO**: -9.805 eV
**E_LUMO**: -2.08 eV
**Kohn-Sham gap**: 7.73 eV


Formula: C19H30CdN7OPS3
Source: the OMol25 dataset
Level of theory: ωB97M-V with the def2-TZVPD basis set

Structure (ORCA input):
```
! RIJCOSX wB97M-V def2-TZVPD def2/J DEFGRID3
* xyz 0 1
Cd 1.004 0.364 0.195
C 5.982 0.619 2.659
S 4.444 -0.038 3.355
C 3.212 0.734 2.339
S 3.499 1.070 0.654
N 2.116 0.986 2.989
N 1.138 1.477 2.179
C 0.510 2.521 2.527
C -0.251 3.307 1.534
C -1.265 4.168 1.930
C -1.864 4.976 0.978
C -1.414 4.911 -0.328
C -0.387 4.026 -0.628
N 0.189 3.246 0.274
H 6.782 -0.050 2.970
H 6.158 1.619 3.050
H 5.906 0.639 1.575
H 0.648 2.940 3.523
H -1.578 4.196 2.966
H -2.666 5.649 1.253
H -1.840 5.538 -1.099
H -0.006 3.944 -1.640
S 0.839 -1.797 -1.409
C 2.469 -2.440 -0.982
C 3.248 -3.164 -1.876
C 4.467 -3.651 -1.439
C 4.835 -3.446 -0.117
C 3.964 -2.759 0.712
N 2.805 -2.254 0.288
H 2.901 -3.343 -2.886
H 5.117 -4.189 -2.117
H 5.774 -3.818 0.270
H 4.205 -2.583 1.753
C -3.716 1.721 -1.253
N -3.628 0.448 -0.556
C -4.857 -0.319 -0.597
P -2.125 -0.333 -0.622
O -1.125 0.708 -0.112
N -2.317 -1.506 0.553
C -2.135 -2.920 0.312
C -2.664 -1.124 1.909
N -1.701 -0.895 -2.019
C -2.513 -1.788 -2.825
C 1.278 -0.867 -2.910
H -4.401 2.394 -0.726
H -4.072 1.605 -2.286
H -2.733 2.182 -1.277
H -5.627 0.177 0.004
H -4.687 -1.311 -0.180
H -5.248 -0.434 -1.616
H -1.774 -3.070 -0.703
H -3.072 -3.476 0.440
H -1.399 -3.341 1.006
H -2.806 -0.046 1.952
H -1.873 -1.404 2.614
H -3.594 -1.610 2.231
H -3.494 -2.028 -2.396
H -1.991 -2.742 -2.990
H -2.691 -1.352 -3.814
H 2.136 -0.225 -2.719
H 0.389 -0.285 -3.147
H 1.496 -1.557 -3.721
*
```

Computed properties:
**E_HOMO**: -7.345 eV
**Energy relative to the best compared isomer or geometry (same formula, charge and spin)**: 196.9 kJ/mol
**E_LUMO**: -0.11 eV
**Kohn-Sham gap**: 7.24 eV


Formula: C19H30N2PS2
Source: the OMol25 dataset
Level of theory: ωB97M-V with the def2-TZVPD basis set

Structure (ORCA input):
```
! RIJCOSX wB97M-V def2-TZVPD def2/J DEFGRID3
* xyz 1 1
C -3.958 -0.203 3.496
C -2.970 0.570 4.158
C -1.673 0.699 3.592
C -1.345 0.020 2.415
C 0.059 0.037 1.819
S 0.835 -1.611 2.118
C 2.406 -0.886 2.604
C 2.174 0.439 3.324
S 0.991 1.436 2.375
C -2.332 -0.763 1.762
C -3.661 -0.815 2.242
H -4.938 -0.338 3.927
H -3.206 1.056 5.112
H -0.941 1.322 4.088
H 2.857 -1.609 3.314
H 3.116 -0.841 1.752
H 1.775 0.241 4.310
H 3.097 1.058 3.490
H -2.070 -1.335 0.818
H -4.446 -1.359 1.694
C -3.038 -1.272 -1.803
C -2.125 -0.051 -1.929
C -2.127 0.346 -3.418
C -2.625 1.110 -1.085
N -0.747 -0.378 -1.527
P 0.268 0.820 -0.865
H 0.183 -0.095 0.607
N 1.596 -0.129 -1.292
C 2.932 0.460 -1.399
C 4.016 -0.563 -1.041
C 2.982 1.677 -0.508
C 3.181 0.872 -2.863
C 1.278 -1.337 -1.888
C -0.075 -1.478 -2.032
H -3.120 -1.646 -0.763
H -4.029 -0.951 -2.170
H -2.706 -2.086 -2.481
H -1.395 1.156 -3.634
H -1.902 -0.535 -4.041
H -3.146 0.673 -3.676
H -1.977 2.002 -1.170
H -3.622 1.376 -1.442
H -2.684 0.844 -0.027
H 4.076 -1.369 -1.804
H 4.986 -0.035 -1.083
H 3.878 -1.004 -0.032
H 2.233 2.429 -0.793
H 2.796 1.438 0.539
H 3.964 2.134 -0.595
H 2.367 1.519 -3.250
H 4.144 1.403 -2.919
H 3.271 -0.021 -3.503
H 2.049 -2.090 -2.114
H -0.649 -2.341 -2.408
*
```

Computed properties:
**E_HOMO**: -11.232 eV
**E_LUMO**: -3.70 eV
**Kohn-Sham gap**: 7.53 eV


Formula: C19H30N4O2
Source: the OMol25 dataset
Level of theory: ωB97M-V with the def2-TZVPD basis set

Structure (ORCA input):
```
! RIJCOSX wB97M-V def2-TZVPD def2/J DEFGRID3
* xyz 0 1
C -0.125 -3.517 1.582
N -0.653 -2.467 0.746
C -0.215 -1.192 0.649
O -0.623 -0.451 -0.227
C 0.792 -0.710 1.695
C 1.295 0.689 1.337
N 0.300 1.725 1.507
C -0.761 1.643 2.336
O -1.528 2.575 2.511
C -1.019 0.319 3.037
C 0.171 -0.625 3.090
H -0.149 -1.602 3.452
H 0.922 -0.240 3.785
H -1.843 -0.148 2.490
H -1.388 0.547 4.039
C 0.469 2.951 0.730
C 0.406 2.672 -0.776
C -0.335 3.780 -1.521
C 0.449 5.085 -1.645
H 1.306 4.929 -2.306
C 0.955 5.662 -0.322
H 0.140 5.721 0.399
H 1.295 6.682 -0.515
C 2.124 4.867 0.264
C 1.727 3.704 1.179
H 2.573 3.015 1.232
H 1.544 4.080 2.188
H 2.761 5.540 0.844
H 2.733 4.493 -0.562
H -0.198 5.825 -2.125
H -1.281 3.972 -1.010
H -0.573 3.430 -2.529
H 1.407 2.551 -1.195
H -0.140 1.738 -0.919
H -0.407 3.550 0.998
H 2.166 0.908 1.972
H 1.618 0.702 0.293
H 1.658 -1.380 1.695
C -1.669 -2.913 -0.205
C -1.049 -3.582 -1.387
C -0.417 -2.968 -2.451
N 0.035 -3.945 -3.257
N -0.260 -5.151 -2.785
C -0.911 -4.953 -1.654
H -1.267 -5.787 -1.082
C 0.746 -3.801 -4.494
H 0.150 -3.241 -5.217
H 0.941 -4.799 -4.881
H 1.692 -3.280 -4.337
H -0.276 -1.928 -2.662
H -2.218 -2.026 -0.528
H -2.345 -3.598 0.313
H -0.842 -3.780 2.366
H 0.815 -3.232 2.043
H 0.051 -4.402 0.966
*
```

Computed properties:
**Structure (SMILES)**: CN(Cc1cnn(C)c1)C(=O)[C@@H]1CCC(=O)N(C2CCCCCC2)C1
**E_HOMO**: -8.737 eV
**Energy relative to the best compared isomer or geometry (same formula, charge and spin)**: 74.3 kJ/mol
**E_LUMO**: 0.57 eV
**Kohn-Sham gap**: 9.31 eV


In order of appearance, calculated total energy = -3064.5281; -905.6719; -34798.7511; -2904.2131; -1988.9803; -1111.5269 hartree.